Arrangement A

{"formula": "C5H15N2O", "method": "wB97M-V/def2-TZVPD", "total_charge": 1, "multiplicity": 1, "smiles": "CNC[C@H]([NH3+])[C@@H](C)O", "homo_ev": -13.234, "symbols": ["C", "N", "C", "C", "N", "C", "C", "O", "H", "H", "H", "H", "H", "H", "H", "H", "H", "H", "H", "H", "H", "H", "H"], "xyz": [[-0.810, 2.361, 1.670], [0.530, 1.931, 1.163], [0.640, 0.495, 1.004], [-0.298, 0.047, -0.158], [-1.544, -0.719, 0.299], [0.427, -0.747, -1.405], [1.825, -1.292, -1.264], [-0.489, -1.860, -1.635], [-0.611, 3.151, 2.401], [-1.298, 2.903, 0.862], [-1.281, 1.553, 2.235], [1.170, 2.152, 1.919], [1.680, 0.298, 0.744], [0.359, -0.090, 1.905], [-0.763, 0.977, -0.494], [-1.217, -1.511, 0.849], [-2.075, -1.134, -0.465], [-2.107, -0.109, 0.891], [0.200, -0.104, -2.261], [2.365, -0.845, -0.439], [2.178, -1.383, -2.301], [1.774, -2.363, -1.036], [-0.033, -2.703, -1.546]]}

Arrangement B

{"formula": "C5H15N2O", "method": "wB97M-V/def2-TZVPD", "total_charge": 1, "multiplicity": 1, "homo_ev": -12.446, "symbols": ["C", "O", "C", "C", "C", "C", "N", "N", "H", "H", "H", "H", "H", "H", "H", "H", "H", "H", "H", "H", "H", "H", "H"], "xyz": [[2.517, 0.648, 0.165], [3.362, -0.507, 0.186], [1.071, 0.192, 0.039], [0.073, 1.302, -0.356], [-1.387, 0.844, -0.137], [-2.022, -0.460, -0.924], [-1.350, -1.688, -0.635], [0.650, -0.369, 1.356], [2.949, 1.450, -0.508], [2.501, 1.193, 1.116], [4.023, -0.366, 0.871], [0.885, -0.613, -0.677], [0.078, 1.457, -1.459], [0.235, 2.251, 0.173], [-1.494, 0.404, 0.885], [-2.091, 1.665, -0.180], [-2.150, -0.452, -1.993], [-3.749, -0.783, 0.146], [-3.044, -0.765, -0.363], [-0.887, -2.251, -1.348], [-1.854, -2.371, -0.078], [1.120, -1.195, 1.724], [0.564, 0.413, 1.998]]}

Need the numbers? Relative energies in eV: arrangement A 0.000; arrangement B 4.430.

Arrangement A

{"formula": "C5H15N2O", "method": "wB97M-V/def2-TZVPD", "total_charge": 1, "multiplicity": 1, "homo_ev": -13.026, "symbols": ["N", "C", "C", "N", "C", "C", "C", "O", "H", "H", "H", "H", "H", "H", "H", "H", "H", "H", "H", "H", "H", "H", "H"], "xyz": [[0.443, -0.150, 3.590], [2.603, -1.084, 0.529], [2.452, -0.002, -0.238], [-0.539, 1.117, -0.194], [-1.484, 0.976, -2.500], [-0.757, 0.342, -1.294], [-1.717, -0.910, -0.684], [-1.139, -1.260, 0.530], [-0.261, 0.426, 3.145], [-0.044, -0.527, 4.403], [1.243, 0.409, 3.854], [1.916, -1.206, 1.367], [3.449, -1.738, 0.370], [3.112, 0.228, -1.064], [1.629, 0.702, -0.198], [-0.612, 2.106, -0.492], [-2.424, 1.314, -2.040], [-1.041, 1.819, -3.009], [-1.640, 0.265, -3.301], [0.096, -0.268, -1.648], [-1.765, -1.760, -1.373], [-2.708, -0.450, -0.539], [-0.813, -0.349, 0.785]]}

Arrangement B

{"formula": "C5H15N2O", "method": "wB97M-V/def2-TZVPD", "total_charge": 1, "multiplicity": 1, "homo_ev": -12.488, "symbols": ["C", "C", "C", "C", "C", "N", "N", "H", "H", "H", "H", "H", "H", "H", "H", "H", "H", "H", "H", "H", "H", "H", "O"], "xyz": [[2.898, 1.555, -1.407], [1.997, 0.403, -1.042], [0.550, 0.852, -0.854], [-0.332, -0.351, -0.535], [-0.516, -1.646, -0.833], [-1.232, -2.556, -0.132], [-1.094, 0.198, 0.696], [2.276, 2.496, -1.647], [3.299, 1.360, -2.426], [3.781, 1.642, -0.775], [2.062, -0.403, -1.842], [2.499, -0.134, -0.220], [0.140, 1.260, -1.727], [0.527, 1.578, -0.120], [0.009, -2.124, -1.710], [-0.900, -3.475, -0.405], [-1.724, -2.352, 0.736], [-1.463, 1.227, 0.424], [-1.849, -0.474, 1.044], [-0.386, 0.333, 1.480], [-1.060, 1.278, 3.374], [-2.496, 0.738, 3.846], [-2.001, 1.085, 3.005]]}

Arrangement C

{"formula": "C5H15N2O", "method": "wB97M-V/def2-TZVPD", "total_charge": 1, "multiplicity": 1, "homo_ev": -11.810, "symbols": ["C", "C", "C", "C", "C", "N", "N", "H", "H", "H", "H", "H", "H", "H", "H", "H", "H", "H", "H", "H", "H", "H", "O"], "xyz": [[-0.911, -0.642, -1.403], [0.480, 0.052, -1.272], [0.909, 0.432, 0.146], [0.155, 1.128, 0.975], [3.293, -0.166, -0.443], [2.204, -0.020, 0.484], [-1.541, -1.141, -0.184], [-0.604, -1.357, -2.175], [-1.528, -0.104, -2.123], [1.272, -0.544, -1.725], [0.424, 1.048, -1.753], [0.574, 1.442, 1.940], [-0.882, 1.376, 0.944], [4.187, -0.292, 0.183], [3.505, 0.652, -1.133], [3.183, -1.116, -1.026], [2.408, 0.427, 1.370], [-2.466, -0.750, 0.024], [-1.872, -2.112, -0.316], [-0.984, -1.122, 0.681], [-4.305, 0.627, 1.896], [-2.980, 1.278, 1.585], [-3.471, 0.471, 1.443]]}

Arrangement D

{"formula": "C5H15N2O", "method": "wB97M-V/def2-TZVPD", "total_charge": 1, "multiplicity": 1, "homo_ev": -11.662, "symbols": ["C", "C", "C", "C", "C", "N", "N", "O", "H", "H", "H", "H", "H", "H", "H", "H", "H", "H", "H", "H", "H", "H", "H"], "xyz": [[-2.889, 0.423, -0.362], [1.516, -0.431, 1.379], [2.261, -0.634, -0.916], [-1.790, -0.269, 0.353], [0.206, 0.608, -0.424], [0.600, 1.849, 0.075], [1.087, -0.517, -0.027], [-1.526, -1.587, 0.083], [-2.848, 0.245, -1.436], [-3.853, 0.064, 0.008], [-2.846, 1.491, -0.179], [2.079, -1.323, 1.650], [2.150, 0.443, 1.512], [0.646, -0.354, 2.025], [2.838, 0.288, -0.861], [2.891, -1.468, -0.614], [1.940, -0.789, -1.945], [-1.665, -0.051, 1.407], [0.050, 0.602, -1.496], [0.412, 2.027, 1.054], [0.295, 2.626, -0.489], [0.489, -1.358, -0.121], [-2.045, -1.883, -0.673]]}

Need the numbers? Relative energies in eV: arrangement A 4.995; arrangement B 0.676; arrangement C 0.000; arrangement D 0.547.

Arrangement A

{"formula": "C3H3F2NO", "method": "wB97M-V/def2-TZVPD", "total_charge": 0, "multiplicity": 1, "smiles": "O=C(F)N1C[C@@H]1F", "homo_ev": -10.539, "symbols": ["O", "C", "F", "N", "C", "C", "F", "H", "H", "H"], "xyz": [[-1.101, -2.319, -2.614], [-0.526, -1.322, -2.219], [0.099, -0.422, -3.042], [-0.364, -0.927, -0.897], [0.296, 0.195, -0.288], [-0.197, -0.969, 0.571], [0.672, -1.773, 1.173], [-0.317, 1.132, -0.060], [1.398, 0.406, -0.291], [-1.254, -0.857, 1.044]]}

Arrangement B

{"formula": "C3H3F2NO", "method": "wB97M-V/def2-TZVPD", "total_charge": 0, "multiplicity": 1, "homo_ev": [-9.562, -10.420], "symbols": ["C", "C", "C", "N", "O", "F", "F", "H", "H", "H"], "xyz": [[-1.038, -0.358, 1.090], [0.312, 0.757, -0.426], [0.906, -0.557, -0.682], [-0.951, -1.464, 0.547], [-0.420, 0.833, 0.751], [-1.873, -0.136, 2.101], [0.927, -1.022, -1.926], [0.883, 1.683, -0.312], [-0.406, 1.059, -1.112], [1.661, -0.795, -0.032]]}

Arrangement C

{"formula": "C3H3F2NO", "method": "wB97M-V/def2-TZVPD", "total_charge": 0, "multiplicity": 1, "smiles": "N#C/C(F)=C/F.O", "homo_ev": -10.379, "symbols": ["N", "C", "C", "F", "C", "F", "H", "O", "H", "H"], "xyz": [[-2.297, 1.235, -1.336], [-2.418, 0.115, -1.132], [-2.383, -1.272, -0.870], [-2.982, -2.078, -1.752], [-1.597, -1.644, 0.161], [-1.557, -2.941, 0.560], [-1.187, -1.053, 0.906], [0.591, 0.318, 0.285], [0.326, 1.180, -0.045], [1.174, -0.164, -0.457]]}

Need the numbers? Relative energies in eV: arrangement A 0.000; arrangement B 2.334; arrangement C 0.275.

Arrangement A

{"formula": "C3H7O2S", "method": "wB97M-V/def2-TZVPD", "total_charge": -1, "multiplicity": 1, "homo_ev": -4.239, "symbols": ["O", "C", "O", "H", "C", "S", "C", "H", "H", "H", "H", "H", "H"], "xyz": [[1.625, 1.646, -0.337], [1.911, 1.130, 0.771], [1.264, 0.244, 1.378], [2.807, 1.565, 1.258], [-1.580, 0.567, 0.291], [-1.466, -1.156, -0.281], [0.080, -1.130, -1.245], [-1.424, 1.233, -0.554], [-0.755, 0.702, 0.985], [-2.548, 0.624, 0.782], [0.429, -2.161, -1.217], [-0.195, -0.879, -2.269], [0.733, -0.425, -0.746]]}

Arrangement B

{"formula": "C3H7O2S", "method": "wB97M-V/def2-TZVPD", "total_charge": -1, "multiplicity": 1, "homo_ev": -4.070, "symbols": ["C", "S", "C", "H", "H", "H", "H", "H", "H", "O", "C", "O", "H"], "xyz": [[-0.857, -1.874, 0.068], [-2.123, -0.534, 0.198], [-1.086, 0.922, -0.351], [-1.272, -2.881, 0.034], [-0.179, -1.727, -0.756], [-0.388, -1.855, 1.071], [-1.273, 0.852, -1.400], [-0.060, 0.629, -0.506], [-1.070, 1.851, 0.272], [3.137, 1.834, 0.177], [2.140, 1.161, 0.359], [1.430, 0.865, 1.464], [1.599, 0.758, -0.631]]}

Need the numbers? Relative energies in eV: arrangement A 0.000; arrangement B 1.272.

Arrangement A

{"formula": "C3H7O2S", "method": "wB97M-V/def2-TZVPD", "total_charge": -1, "multiplicity": 1, "homo_ev": -3.042, "symbols": ["O", "C", "C", "C", "S", "H", "H", "H", "H", "H", "H", "H", "O"], "xyz": [[-0.162, -2.767, -0.803], [-0.414, -1.750, -0.188], [0.196, -1.327, 1.102], [0.733, 0.138, 0.947], [-0.562, 1.403, 0.778], [-0.873, -0.864, -0.687], [1.038, -1.937, 1.436], [-0.570, -1.261, 1.886], [1.533, 0.076, 0.184], [1.234, 0.346, 1.893], [1.378, 2.265, -2.287], [0.268, 1.897, -1.341], [0.430, 2.087, -2.299]]}

Arrangement B

{"formula": "C3H7O2S", "method": "wB97M-V/def2-TZVPD", "total_charge": -1, "multiplicity": 1, "homo_ev": -4.133, "symbols": ["C", "S", "C", "H", "H", "H", "H", "H", "H", "O", "C", "O", "H"], "xyz": [[2.074, 0.250, 0.366], [1.049, 1.674, 0.787], [-0.491, 0.846, 1.301], [2.073, -0.035, -0.685], [1.708, -0.614, 0.922], [3.075, 0.493, 0.723], [-0.227, -0.086, 1.801], [-1.191, 1.424, 1.912], [-0.979, 0.546, 0.375], [-2.394, -1.445, -1.586], [-1.164, -1.602, -1.473], [-0.457, -1.517, -0.450], [-0.601, -1.850, -2.418]]}

Need the numbers? Relative energies in eV: arrangement A 0.322; arrangement B 0.000.